1.
{
  "formula": "C19H29NO5",
  "method": "ωB97M-V with the def2-TZVPD basis set",
  "symbols": ["O", "O", "O", "O", "O", "N", "C", "C", "C", "C", "C", "C", "C", "C", "C", "C", "C", "C", "C", "C", "C", "C", "C", "C", "C", "H", "H", "H", "H", "H", "H", "H", "H", "H", "H", "H", "H", "H", "H", "H", "H", "H", "H", "H", "H", "H", "H", "H", "H", "H", "H", "H", "H", "H"],
  "xyz": [[-2.58496, -2.11003, 0.89964], [-0.02799, 0.13040, 2.17722], [-2.39103, 0.93851, -1.33585], [3.70539, 1.36030, 1.07479], [4.89027, 0.76035, -0.74151], [0.93005, -1.48880, -0.60808], [-5.16031, -0.55347, 0.46734], [-6.01837, 0.51845, 0.64236], [-3.03509, -1.59430, -0.34648], [3.83690, -1.91212, -0.55759], [-3.59794, 0.85332, -0.70015], [0.30291, -1.78584, 0.66813], [1.53455, -2.64129, -1.25174], [-5.66601, 1.75576, 0.13833], [-1.91919, -1.19192, 1.72730], [2.85374, -3.08036, -0.60393], [4.04657, 0.52186, 0.08219], [3.66951, 3.64009, 0.21727], [3.18684, -0.71329, 0.13149], [1.85720, -0.38500, -0.59742], [-4.46489, 1.92655, -0.52935], [-1.98271, 2.18016, -1.85370], [-3.95553, -0.40764, -0.20053], [4.36476, 2.62731, 1.11553], [-0.60674, -0.64046, 1.14166], [2.08971, -0.13854, -1.63885], [2.97056, -0.93821, 1.18004], [1.72118, -2.36639, -2.29496], [4.74675, -2.20111, -0.02764], [1.38498, 0.48955, -0.14572], [-2.67303, 2.54423, -2.62120], [1.01960, -2.00897, 1.47485], [-6.32475, 2.60241, 0.26321], [4.16120, 4.60431, 0.30700], [0.82771, 0.46534, 1.88396], [-2.18535, -1.33525, -0.98673], [-1.00754, 2.00077, -2.30488], [-4.21220, 2.90416, -0.90866], [4.12079, -1.61989, -1.57075], [5.40478, 2.49310, 0.80160], [-1.88397, 2.93372, -1.06521], [4.32678, 2.93573, 2.16221], [-2.56622, -0.34280, 1.98464], [-6.95291, 0.38772, 1.16584], [3.28111, -3.90514, -1.17523], [-0.84175, -0.00043, 0.27987], [-3.57750, -2.43100, -0.79730], [-1.68687, -1.74139, 2.64270], [-0.31852, -2.67217, 0.51986], [0.81342, -3.46099, -1.23987], [-5.41455, -1.52702, 0.85939], [2.62578, 3.74569, 0.50425], [2.66117, -3.43949, 0.40928], [3.72169, 3.31354, -0.81863]],
  "homo_lumo_gap_ev": 9.028,
  "smiles": "CCOC(=O)[C@@H]1CCCN(C[C@H](O)COCc2ccccc2OC)C1"
}

2.
{
  "formula": "C19H30BN10O8P2Ru",
  "method": "ωB97M-V with the def2-TZVPD basis set",
  "symbols": ["Ru", "P", "P", "O", "O", "O", "O", "O", "O", "O", "O", "N", "N", "N", "N", "N", "N", "N", "N", "N", "N", "C", "C", "C", "C", "C", "C", "C", "C", "C", "C", "C", "C", "C", "C", "C", "C", "C", "C", "C", "B", "H", "H", "H", "H", "H", "H", "H", "H", "H", "H", "H", "H", "H", "H", "H", "H", "H", "H", "H", "H", "H", "H", "H", "H", "H", "H", "H", "H", "H", "H"],
  "xyz": [[0.18274, -0.21003, -0.18851], [0.59301, 3.05691, 0.73967], [0.11774, 2.60558, -1.97986], [0.91188, 3.00347, -3.31324], [-0.06263, 1.68060, 0.80912], [-0.53734, 4.16059, 0.80329], [-0.01241, -2.59679, -6.49993], [-1.20839, 3.25387, -1.87772], [1.09760, 3.14307, -0.83130], [0.21643, 1.07834, -1.96867], [1.74449, 3.32146, 1.60532], [-1.33910, -2.51556, 1.40762], [3.18230, 0.68549, -1.41284], [-2.07754, -0.04851, 0.03829], [-0.64556, -0.46079, -6.11641], [2.53977, 0.46988, -0.14708], [0.73055, -0.58051, 2.07809], [-0.42309, -0.65631, 2.78656], [-0.54705, -2.39662, 0.32594], [-2.48606, -0.30352, 1.30589], [0.75545, -1.56242, -2.10018], [-2.73489, -1.20336, -7.24765], [-1.40347, -0.47719, -7.36661], [-3.51078, 0.49718, 1.61337], [1.60644, 0.04702, 2.86094], [-0.45907, -3.60829, -0.21873], [-1.19471, -4.53091, 0.52251], [1.99900, -2.04182, -2.09461], [2.68009, -2.36682, -3.25602], [-3.79378, 1.29829, 0.52208], [-2.85350, 0.92575, -0.43304], [-1.74424, -3.78421, 1.54467], [-0.63828, 0.78085, -5.34680], [1.04061, 0.36971, 4.08752], [-1.99289, 1.12141, -4.74100], [-0.25621, -0.09491, 3.98824], [-0.00138, -1.60183, -5.78722], [0.74824, -1.67592, -4.48334], [0.15039, -1.37904, -3.27311], [2.04156, -2.18572, -4.46916], [-1.72523, -1.28494, 2.23025], [-3.38238, -0.73374, -6.50787], [-1.13323, 4.06037, 0.03618], [-2.43449, -1.58876, 3.14639], [-3.25272, -1.19582, -8.20715], [-2.67779, 1.33349, -1.41438], [2.45994, -2.18072, -1.12356], [2.60885, 0.25272, 2.52461], [0.81533, 3.94391, -3.50895], [-1.31293, -5.58226, 0.33708], [-1.06678, -0.07961, 4.69575], [2.44218, 1.34118, 0.37979], [0.11802, -3.76650, -1.11138], [-4.56530, 2.04074, 0.43467], [-0.32267, 1.58182, -6.02148], [2.52219, -2.44662, -5.40199], [-0.78866, -0.96345, -8.12535], [0.12024, 0.72121, -4.57090], [-2.39388, -4.05865, 2.35696], [3.78972, 1.49541, -1.34122], [1.50114, 0.87554, 4.91533], [-0.85501, -0.98307, -3.22683], [-2.37025, 0.29472, -4.13707], [-2.73246, 1.33272, -5.51398], [-3.98425, 0.42705, 2.57753], [-1.54740, 0.56324, -7.66340], [-2.56852, -2.24074, -6.96074], [3.69096, -2.74336, -3.19986], [-1.91600, 1.99900, -4.09973], [3.13646, -0.14433, 0.39711], [2.44243, 0.92910, -2.06481]],
  "s2": 8.756,
  "spin_multiplicity": 6,
  "homo_lumo_gap_ev": [9.221, 7.538]
}

3.
{
  "formula": "C19H30Br2F3O6P",
  "method": "ωB97M-V with the def2-TZVPD basis set",
  "symbols": ["Br", "Br", "P", "F", "F", "F", "O", "O", "O", "O", "O", "O", "C", "C", "C", "C", "C", "C", "C", "C", "C", "C", "C", "C", "C", "C", "C", "C", "C", "C", "C", "H", "H", "H", "H", "H", "H", "H", "H", "H", "H", "H", "H", "H", "H", "H", "H", "H", "H", "H", "H", "H", "H", "H", "H", "H", "H", "H", "H", "H", "H"],
  "xyz": [[-0.42826, -5.03456, -0.24027], [0.97666, -7.02851, -2.57077], [0.17196, -0.29140, -0.86587], [2.83167, -5.11872, -2.67523], [2.72899, -6.11219, -0.75623], [0.78860, -3.63464, -2.22112], [0.72084, -1.51947, 0.01833], [-0.57153, -0.74593, -2.03493], [1.42272, 0.61895, -1.31969], [-2.82248, -0.18256, -0.04104], [4.80394, 1.16110, 0.38344], [-0.62080, 0.66062, 0.14937], [1.97525, -2.07103, -0.40893], [-5.45024, 0.06665, 1.43542], [6.34077, 1.80744, 2.19705], [-3.20642, 1.84004, -1.19944], [-3.47591, 4.00724, -2.49678], [-1.75511, 0.09867, 0.81926], [-3.93968, 2.98379, -1.48651], [-5.59157, 2.21734, 0.12255], [2.00260, -5.57619, -1.73944], [-4.85213, 1.07065, 0.44183], [1.99913, -3.56996, -0.15820], [-5.13750, 3.14952, -0.79625], [1.17735, -4.37769, -1.17876], [6.58030, 0.47426, -1.17964], [5.46101, 0.74178, 1.56681], [-3.64643, 0.92746, -0.24925], [5.63944, 1.56138, -0.69026], [-6.38401, 0.80384, 2.44471], [-4.43958, -0.74701, 2.25328], [4.66450, 0.47567, 2.26272], [6.77621, 1.43382, 3.12416], [7.16050, 2.10244, 1.54098], [-2.07057, 0.85119, 1.54144], [1.67678, 1.20939, -0.59446], [1.70239, -3.78492, 0.86287], [5.75655, 2.70123, 2.42014], [2.18421, -1.87927, -1.46158], [2.78363, -1.61271, 0.16424], [7.28763, 0.16503, -0.40907], [-6.09216, -0.60403, 0.85903], [-4.03132, 4.92928, -2.33940], [-6.55127, 2.42006, 0.57388], [-3.70155, 3.62617, -3.49553], [-6.40768, 0.23831, 3.37499], [7.15530, 0.83406, -2.03303], [3.04364, -3.87911, -0.25601], [-5.72018, 4.03956, -1.00865], [6.19734, 2.46518, -0.42263], [4.96149, 1.84056, -1.49703], [-7.39152, 0.94213, 2.06264], [6.01650, -0.40793, -1.48718], [6.03486, -0.17325, 1.38213], [-3.93843, -1.49280, 1.63878], [-4.98118, -1.30122, 3.02098], [-2.40362, 4.18070, -2.44467], [-3.70947, -0.10872, 2.74730], [-1.48723, -0.80037, 1.37443], [-2.27981, 1.64303, -1.72359], [-5.93511, 1.76568, 2.69873]],
  "homo_lumo_gap_ev": 9.158,
  "smiles": "Cc1ccc(C(C)C)c(OCO[P@@](=O)(O)OCC[C@](F)(Br)C(F)(F)Br)c1.CCOCC"
}

4.
{
  "formula": "C19H30BrCl8F9O6SSi",
  "method": "ωB97M-V with the def2-TZVPD basis set",
  "symbols": ["Br", "Cl", "Cl", "Cl", "Cl", "Cl", "Cl", "Cl", "Cl", "S", "Si", "F", "F", "F", "F", "F", "F", "F", "F", "F", "O", "O", "O", "O", "O", "O", "C", "C", "C", "C", "C", "C", "C", "C", "C", "C", "C", "C", "C", "C", "C", "C", "C", "C", "C", "H", "H", "H", "H", "H", "H", "H", "H", "H", "H", "H", "H", "H", "H", "H", "H", "H", "H", "H", "H", "H", "H", "H", "H", "H", "H", "H", "H", "H", "H"],
  "xyz": [[0.33612, 0.84647, 2.49785], [6.58349, 1.29150, 1.37331], [3.44772, -6.71101, 2.37432], [7.13238, 4.60292, 0.71877], [2.82404, -3.68712, 0.90384], [-2.25024, -4.29682, -6.16379], [-4.14240, -6.07249, -3.93625], [-7.96734, 4.12311, -3.48237], [-7.66927, 0.71829, -3.59867], [-1.34714, 0.16151, -0.79327], [0.38821, 0.94610, 0.22237], [-5.10211, 2.13793, 1.15723], [-4.75477, 0.90690, 3.16984], [-2.27914, -1.18073, 2.48044], [-0.92579, -2.37445, 0.23803], [-2.74643, -2.10995, -1.27971], [-2.83975, 1.63950, 1.95089], [-3.61243, -2.72996, 1.29024], [-4.81804, -0.22309, -0.39236], [-5.44608, -1.06745, 1.73542], [1.32016, 4.26440, 3.66722], [-0.48938, 5.18185, 2.35035], [-0.85180, -0.16573, -2.25943], [1.93076, 0.28424, -0.32010], [-2.34449, 1.33281, -0.96816], [3.69785, 0.60951, 1.87686], [2.26880, -0.97110, 0.36781], [1.89001, 3.55736, 0.13556], [-6.43957, 1.88502, -3.05236], [3.46150, -0.79821, 1.52082], [1.93128, -6.18614, 1.60155], [-3.25806, -4.55819, -3.62528], [0.45562, 2.85565, -0.23651], [3.05164, -1.60056, 2.92889], [0.81577, 4.79238, 2.36657], [7.43239, 1.98110, -0.03228], [-4.31721, -0.34835, 1.02863], [8.20811, 3.23888, 0.32581], [-4.19917, 1.09718, 1.77767], [1.74073, 4.95263, 1.02102], [-3.01902, -1.34024, 1.17144], [-7.05780, 3.08657, -2.35518], [-3.24398, -3.64198, -4.83868], [-2.04106, -1.42472, -0.13244], [2.17992, -5.27287, 0.41154], [-5.84552, 2.18451, -3.92125], [-7.73580, 2.78181, -1.55177], [0.15391, 2.94845, -1.37584], [8.81967, 3.55337, -0.52523], [2.88206, -5.71904, -0.29943], [2.58706, 2.75815, 0.63173], [2.92164, -0.81879, 3.81179], [-3.76376, -4.06228, -2.79118], [6.69263, 2.17283, -0.81558], [-4.25338, -3.46873, -5.22486], [1.41364, -7.09235, 1.27290], [-0.46127, 3.32777, 0.36473], [0.53663, 3.81147, 4.13694], [-6.27066, 3.70862, -1.91855], [3.92139, -2.32465, 3.26924], [1.28995, 5.85008, 0.40183], [1.23904, -5.08272, -0.11378], [2.68306, -1.72610, -0.45849], [4.47613, -1.26616, 1.15665], [1.31371, -5.69822, 2.36219], [2.09402, -2.26661, 2.81247], [8.87252, 3.07344, 1.17976], [2.81932, 5.26142, 1.36142], [-5.78264, 1.35075, -2.35927], [-2.81222, -2.67365, -4.56832], [1.36104, -1.45386, 0.92706], [2.38338, 3.90023, -0.89608], [4.65499, 0.84289, 1.63198], [-2.24459, -4.81649, -3.30322], [8.12007, 1.21123, -0.39530]],
  "homo_lumo_gap_ev": 8.613,
  "smiles": "C[C@H](O)CO[Si@@](Br)(CCCC(=O)O)S(=O)(=O)C(F)(F)C(F)(F)C(F)(F)C(F)(F)F.ClCCCl.ClCCCl.ClCCCl.ClCCCl"
}

no.,largest force on an atom (eV/Å)
1,0.6
2,0.6
3,1.4
4,9.2